Entry 1:
Here is a molecular structure, C25H24CdN5O6 from the OMol25 dataset. Energies are from ωB97M-V/def2-TZVPD.

## Properties
LUMO energy: 0.1010 Ha
ΔE to the lowest compared entry with this formula, charge and spin: 25.1 kJ/mol
Total charge: -1

Cartesian coordinates (Å):
1 Cd -1.071 -0.091 -1.828
2 O -2.787 3.661 -3.078
3 C -2.305 2.657 -2.559
4 O -1.458 1.870 -3.061
5 C -2.805 2.266 -1.155
6 C -3.372 3.154 -0.250
7 C -3.809 2.669 0.972
8 C -3.709 1.311 1.231
9 C -3.130 0.489 0.271
10 N -2.688 0.976 -0.877
11 C -2.991 -1.042 0.419
12 O -3.711 -1.598 1.242
13 O -2.175 -1.589 -0.375
14 H -3.442 4.198 -0.512
15 H -4.230 3.342 1.710
16 H -4.055 0.871 2.153
17 N 0.346 -0.417 -3.661
18 C 0.639 -1.599 -4.453
19 C -0.609 -2.247 -5.054
20 C -1.592 -2.740 -3.993
21 N -2.239 -1.633 -3.302
22 H 0.044 0.358 -4.245
23 H 1.205 -0.141 -3.181
24 H 1.135 -2.314 -3.793
25 H 1.336 -1.376 -5.280
26 H -0.293 -3.094 -5.672
27 H -1.113 -1.531 -5.706
28 H -1.047 -3.331 -3.252
29 H -2.330 -3.398 -4.487
30 H -2.812 -1.977 -2.535
31 H -2.816 -1.101 -3.949
32 O 2.607 -0.535 -1.905
33 C 2.079 -0.241 -0.842
34 N 2.769 -0.170 0.346
35 C 1.869 0.069 1.449
36 C 0.553 0.339 0.648
37 O -0.470 0.761 1.143
38 N 0.781 0.107 -0.649
39 C 1.809 -1.154 2.339
40 C 0.803 -2.104 2.210
41 C 0.806 -3.232 3.016
42 C 1.815 -3.430 3.944
43 C 2.831 -2.495 4.064
44 C 2.828 -1.366 3.264
45 C 2.107 1.364 2.172
46 C 1.403 1.621 3.342
47 C 1.493 2.858 3.950
48 C 2.276 3.856 3.396
49 C 2.975 3.605 2.227
50 C 2.881 2.371 1.611
51 H 3.642 -0.658 0.455
52 H 0.004 -1.952 1.499
53 H 0.008 -3.955 2.923
54 H 1.802 -4.301 4.585
55 H 3.622 -2.645 4.786
56 H 3.615 -0.632 3.369
57 H 0.759 0.856 3.746
58 H 0.939 3.054 4.857
59 H 2.312 4.835 3.853
60 H 3.582 4.382 1.785
61 H 3.384 2.188 0.674

Entry 2:
Here is a molecular structure, C5H11ClNPrSZr from the OMol25 dataset. Energies are from ωB97M-V/def2-TZVPD.

## Properties
LUMO energy (spin up / spin down): -0.0381 / -0.0368 Ha
Spin multiplicity: 3
Expectation value of S²: 2.019

Cartesian coordinates (Å):
1 Pr 0.765 0.264 -2.254
2 Cl 1.275 -1.304 -0.179
3 C 2.881 1.299 -2.175
4 C -0.545 -1.301 -3.334
5 H 2.968 1.718 -3.195
6 H 2.992 2.116 -1.443
7 H 3.672 0.556 -2.011
8 H -0.561 -0.931 -4.390
9 H -1.605 -1.392 -2.989
10 H -0.090 -2.319 -3.323
11 Zr -0.360 -0.098 1.642
12 C -2.118 -1.380 1.878
13 C -1.207 1.702 0.817
14 H -2.987 -1.010 1.327
15 H -1.830 -2.348 1.415
16 H -2.416 -1.577 2.922
17 H -2.017 1.680 0.042
18 H -0.473 2.527 0.590
19 S 0.985 0.758 6.275
20 C 0.511 0.594 4.770
21 N 0.160 0.448 3.614

Entry 3:
Here is a single C19H24FN5 molecule from the OMol25 dataset. Energies are from ωB97M-V/def2-TZVPD.

## Properties
LUMO energy: 0.0265 Ha
ΔE to the lowest compared entry with this formula, charge and spin: 14.8 kJ/mol
Structure (SMILES): Cc1n[nH]c(C)c1CCN(C)Cc1cn(C)nc1-c1ccccc1F

Cartesian coordinates (Å):
1 C -5.151 -1.585 -1.392
2 C -4.503 -0.550 -0.543
3 N -4.767 0.736 -0.699
4 N -4.025 1.372 0.213
5 C -3.287 0.525 0.966
6 C -2.377 0.997 2.040
7 C -3.573 -0.745 0.503
8 C -2.977 -2.035 0.957
9 C -1.741 -2.376 0.111
10 N -0.736 -1.339 0.255
11 C 0.192 -1.614 1.328
12 C -0.046 -0.973 -0.973
13 C 0.510 0.405 -0.833
14 C -0.207 1.583 -0.820
15 N 0.663 2.579 -0.559
16 C 0.387 3.981 -0.451
17 N 1.896 2.123 -0.391
18 C 1.836 0.807 -0.551
19 C 3.018 -0.045 -0.432
20 C 3.377 -0.926 -1.449
21 C 4.488 -1.741 -1.324
22 C 5.266 -1.690 -0.179
23 C 4.930 -0.823 0.846
24 C 3.817 -0.016 0.707
25 F 3.486 0.798 1.731
26 H -4.411 -2.106 -1.997
27 H -5.659 -2.322 -0.770
28 H -5.875 -1.111 -2.048
29 H -4.086 2.375 0.295
30 H -2.504 2.065 2.208
31 H -1.344 0.798 1.763
32 H -2.584 0.471 2.970
33 H -3.708 -2.840 0.856
34 H -2.690 -1.957 2.007
35 H -2.049 -2.434 -0.936
36 H -1.351 -3.366 0.400
37 H 0.841 -2.481 1.114
38 H -0.362 -1.812 2.244
39 H 0.828 -0.745 1.492
40 H 0.759 -1.687 -1.219
41 H -0.776 -0.974 -1.787
42 H -1.250 1.761 -0.981
43 H 1.332 4.489 -0.269
44 H -0.293 4.177 0.380
45 H -0.059 4.358 -1.373
46 H 2.783 -0.952 -2.350
47 H 4.750 -2.415 -2.125
48 H 6.133 -2.325 -0.083
49 H 5.516 -0.766 1.750

Question: Number 1 is which compound?
Answer: C25H24CdN5O6